No. 1
The following is a DFT calculation (ωB97M-V/def2-TZVPD) of 11 unconnected molecules or ions with the total composition C25H72N2O27S8 in a non-equilibrium geometry.

LUMO level, hartree: -0.0649
Total energy, eV: -172029.329
Energy relative to the best compared isomer or geometry (same formula, charge and spin), eV: 2.154
F_max, hartree/bohr: 0.1766
Multiplicity: 1
Highest occupied orbital energy, Ha: -0.2779
HOMO-LUMO gap, eV: 5.80
Charge: 0

XYZ file:
```
134
Properties=species:S:1:pos:R:3:mulliken_charge:R:1
N 1.49252 3.54770 1.22457 0.202
H 2.48461 3.69944 1.33779 0.419
H 1.08306 3.77191 2.12020 0.428
H 1.39754 2.54271 1.19180 -0.327
H 1.25804 3.96844 0.33681 0.290
N 4.13669 1.16149 1.48191 0.000
H 4.32281 2.15271 1.53615 0.452
H 3.16047 1.09521 1.23151 0.191
H 4.54071 0.84499 2.35179 0.364
H 4.67029 0.75685 0.72584 0.438
C 0.47475 0.45197 0.58754 0.016
O -0.32224 1.31478 0.24750 0.341
O 1.54791 0.84682 1.00600 -1.271
O 0.13507 -0.75277 0.54737 -0.357
O -3.93481 3.22831 3.29607 -0.594
S -3.53457 2.00836 3.93659 1.224
O -3.36126 1.96376 5.37715 -0.651
O -4.51891 0.80048 3.45025 -0.374
C -5.04419 0.86395 2.14375 0.394
C -5.49053 -0.54802 1.75413 -1.237
C -1.96641 1.35229 3.20131 -0.564
H -4.42689 1.38978 1.41537 -0.118
H -5.94237 1.46095 2.30180 0.379
H -4.64249 -1.16856 1.46456 0.110
H -6.21813 -0.65285 0.94933 0.317
H -6.00299 -0.90722 2.64658 0.464
H -1.22362 2.12747 3.38971 0.322
H -1.96485 1.17753 2.12542 -0.065
H -1.79378 0.44896 3.78637 0.322
O 1.61830 -2.67815 5.48612 -0.639
S 0.94609 -1.38929 5.56706 1.288
O -0.50758 -1.19857 5.68683 -0.628
O 1.58755 -0.55474 6.79921 -0.260
C 2.98321 -0.75193 7.07784 -0.150
C 3.45371 0.43600 7.86942 -1.158
C 1.52009 -0.31648 4.23846 -0.412
H 3.61102 -0.84205 6.19138 0.267
H 3.16677 -1.71621 7.55175 0.368
H 4.18806 -0.01147 8.53921 0.330
H 2.70685 0.99973 8.42842 0.303
H 4.06878 1.14111 7.31031 0.277
H 1.23404 -0.85660 3.33594 -0.149
H 2.60085 -0.22281 4.34479 0.284
H 1.07428 0.67793 4.26089 0.250
O -0.83553 5.31257 1.16023 -0.651
S -1.91456 5.46694 0.20226 1.250
O -3.06996 6.19013 0.58177 -0.630
O -1.20411 6.13358 -1.12201 -0.304
C -1.98956 6.47320 -2.19073 -0.154
C -1.25347 7.22330 -3.29798 -1.220
C -2.29081 3.81876 -0.59859 -0.614
H -2.86330 6.94993 -1.74643 0.485
H -2.47773 5.66250 -2.73162 0.177
H -0.53672 7.87751 -2.80162 0.310
H -1.91491 7.76566 -3.97358 0.373
H -0.80152 6.48476 -3.96011 0.223
H -3.08765 4.00488 -1.31867 0.363
H -2.55027 3.06882 0.14865 0.140
H -1.38156 3.50384 -1.11062 0.098
O 1.09213 3.70718 -1.66347 -0.677
S 1.15071 3.06435 -2.96122 1.020
O 0.56361 3.72293 -4.09063 -0.643
O 2.76469 2.78090 -3.32666 -0.458
C 3.61934 2.31198 -2.34788 0.841
C 4.94739 3.09490 -2.35852 -1.439
C 0.53941 1.30534 -2.93281 -0.188
H 3.76270 1.23147 -2.35371 0.101
H 3.13978 2.40333 -1.37331 -0.296
H 5.70218 2.66381 -1.70082 0.363
H 4.96245 4.14953 -2.08349 0.358
H 5.34380 3.00359 -3.36977 0.342
H 1.20784 0.85856 -2.19680 -0.328
H 0.68686 0.86034 -3.91684 0.559
H -0.49793 1.25378 -2.60213 0.073
O -2.12487 -3.87973 -3.42009 -0.649
S -0.67860 -3.77596 -3.44945 1.331
O 0.12088 -4.94095 -3.23519 -0.653
O -0.19075 -3.06044 -4.85788 -0.388
C 1.16801 -2.84620 -5.07255 0.366
C 1.71049 -3.92415 -5.90979 -1.403
C -0.06402 -2.58414 -2.21856 0.413
H 1.68881 -2.83850 -4.11504 -0.012
H 1.27069 -1.88413 -5.57451 0.322
H 2.79972 -3.90743 -5.94718 0.354
H 1.35267 -3.81870 -6.93396 0.368
H 1.38588 -4.88101 -5.50095 0.299
H 0.97042 -2.83299 -1.98170 -0.639
H -0.65628 -2.65927 -1.30659 -0.112
H -0.18940 -1.54353 -2.51773 0.234
O 4.68021 -0.53472 -0.61067 -0.903
S 3.98791 -1.73026 -1.10683 1.141
O 3.11274 -1.82670 -2.29204 -0.438
O 5.20875 -2.88592 -1.21697 -0.457
C 5.07804 -3.91964 -2.18366 -0.334
C 4.00926 -4.91768 -1.83798 -0.835
C 3.04584 -2.43035 0.30924 -0.075
H 6.04668 -4.36084 -2.41855 0.356
H 4.89906 -3.22507 -3.00442 0.340
H 2.95968 -4.64000 -1.93484 0.060
H 4.20860 -5.31623 -0.84324 0.296
H 4.17907 -5.77240 -2.49276 0.458
H 2.29495 -3.01396 -0.22335 -0.366
H 2.57379 -1.60302 0.83916 -0.073
H 3.68606 -3.04442 0.94260 0.556
O 0.23296 -6.11500 3.66757 -0.653
S 0.17396 -5.29414 2.40587 1.023
O 1.28037 -5.34854 1.43867 -0.535
O -1.19659 -5.79671 1.62455 -0.422
C -1.27475 -5.32073 0.27777 0.159
C -2.48837 -4.47899 0.15214 -0.793
C -0.34919 -3.53027 2.69908 0.311
H -1.30105 -6.24326 -0.30218 0.407
H -0.42148 -4.72104 -0.03911 -0.032
H -2.61603 -4.13461 -0.87411 0.172
H -2.51887 -3.72069 0.93454 0.067
H -3.38364 -5.06331 0.36464 0.488
H -0.33847 -3.07891 1.70698 -0.416
H 0.35114 -3.07582 3.39987 -0.220
H -1.28031 -3.52523 3.26573 0.410
O -4.49394 -1.90849 -1.53022 -0.624
S -4.11409 -0.57020 -2.02170 1.333
O -3.80879 -0.31037 -3.43549 -0.682
O -5.30783 0.54373 -1.51072 -0.296
C -5.20404 1.96971 -1.81010 0.098
C -6.39126 2.29566 -2.73879 -1.439
C -2.68327 -0.05016 -1.01527 1.937
H -4.24322 2.32056 -2.18668 0.217
H -5.42324 2.44544 -0.85420 0.285
H -6.16192 1.82264 -3.69365 0.324
H -6.46182 3.36203 -2.95328 0.398
H -7.29636 1.91040 -2.26928 0.320
H -1.77987 -0.61240 -1.25163 -0.671
H -2.92713 -0.19347 0.03739 -0.386
H -2.48892 1.00827 -1.18862 -0.892
```

No. 2
The following is a DFT calculation (ωB97M-V/def2-TZVPD) of a molecular structure, C4H9ClO in a non-equilibrium geometry.

LUMO level, hartree: 0.0122
Total energy, eV: -18858.477
Energy relative to the best compared isomer or geometry (same formula, charge and spin), eV: 5.507
F_max, hartree/bohr: 0.1386
Multiplicity: 1
Highest occupied orbital energy, Ha: -0.3522
HOMO-LUMO gap, eV: 9.91
Charge: 0

XYZ file:
```
15
Properties=species:S:1:pos:R:3:mulliken_charge:R:1
C -1.22806 1.10630 -0.11130 -1.217
C -0.02653 0.16751 0.32426 0.437
C -0.00821 -1.38873 -0.08606 -0.560
C 1.37091 0.67820 -0.21713 -0.670
H -2.29558 1.08945 -0.03175 0.380
H -1.15595 1.04577 -1.28930 0.246
H -1.22031 2.05415 0.47215 0.340
H -0.03238 0.32581 1.55592 0.187
H 0.46093 -1.47267 -1.22929 0.284
H 1.01389 -1.74420 0.77710 0.256
H -1.63009 -1.85589 1.04248 0.377
H 1.57855 1.69406 0.35305 0.348
H 1.56823 0.86090 -1.35200 0.354
O -1.31923 -1.95734 -0.20203 -0.523
Cl 2.92383 -0.60332 -0.00611 -0.238
```

No. 3
The following is a DFT calculation (ωB97M-V/def2-TZVPD) of a single C4H5NOS2 molecule.

LUMO level, hartree: 0.0163
Total energy, eV: -29435.212
Energy relative to the best compared isomer or geometry (same formula, charge and spin), eV: 1.882
F_max, hartree/bohr: 0.0185
Multiplicity: 1
Highest occupied orbital energy, Ha: -0.2852
HOMO-LUMO gap, eV: 8.20
Structure (SMILES): S/N=C\C1=CSCO1
Charge: 0

XYZ file:
```
13
Properties=species:S:1:pos:R:3:mulliken_charge:R:1
C -1.02804 1.23457 0.00240 -0.318
C 0.22131 0.49833 -0.00132 0.573
C 1.44476 1.04926 -0.00239 -0.226
C 1.45861 -1.48446 -0.00062 -0.354
H -3.97743 -0.56110 -0.01330 0.147
H -0.90878 2.32567 0.02054 0.299
H 1.69608 2.08857 -0.01495 0.348
H 1.53676 -2.07411 -0.88582 0.314
H 1.56367 -2.09856 0.89441 0.303
N -2.24788 0.83965 0.00127 -0.506
O 0.16975 -0.86396 -0.00243 -0.334
S -2.66112 -0.80919 0.00089 -0.097
S 2.73232 -0.14466 0.00132 -0.149
```

No. 4
The following is a DFT calculation (ωB97M-V/def2-TZVPD) of a molecular structure, C3FO3Sr in a non-equilibrium geometry.

LUMO level, hartree: 0.0969
Total energy, eV: -12803.521
F_max, hartree/bohr: 0.0321
Multiplicity: 1
Highest occupied orbital energy, Ha: -0.1003
HOMO-LUMO gap, eV: 5.36
Charge: -1

XYZ file:
```
8
Properties=species:S:1:pos:R:3:mulliken_charge:R:1
C -0.18672 0.78045 1.66560 0.245
C 0.40916 0.50984 0.65239 0.212
O 0.99357 0.31552 -0.47987 -0.480
F -0.66337 1.00260 2.84824 -0.296
Sr -3.43192 1.49560 -0.90355 -0.015
O 0.38378 -1.93334 -0.45690 -0.627
C 0.96238 -1.09190 -1.12386 0.616
O 1.53311 -1.07877 -2.20206 -0.656
```

No. 5
The following is a DFT calculation (ωB97M-V/def2-TZVPD) of a single C4H3N molecule in a non-equilibrium geometry.

LUMO level, hartree: 0.0064
Total energy, eV: -5683.368
Energy relative to the best compared isomer or geometry (same formula, charge and spin), eV: 1.140
F_max, hartree/bohr: 0.0235
Multiplicity: 1
Highest occupied orbital energy, Ha: -0.3808
HOMO-LUMO gap, eV: 10.54
Structure (SMILES): CC#CC#N
Charge: 0

XYZ file:
```
8
Properties=species:S:1:pos:R:3:mulliken_charge:R:1
C -1.14516 0.14709 -0.44996 -0.765
C 0.16123 0.71745 -0.17178 0.040
C 1.34390 0.75600 0.11717 -0.179
C 2.15764 -0.34286 0.38562 0.477
N 2.57058 -1.41474 0.55611 -0.376
H -1.86851 0.34654 0.34380 0.272
H -0.90981 -0.93008 -0.42108 0.250
H -1.55453 0.37240 -1.43897 0.280
```

No. 6
The following is a DFT calculation (ωB97M-V/def2-TZVPD) of 2 unconnected molecules or ions with the total composition C12H17N in a non-equilibrium geometry.

LUMO level, hartree: 0.0336
Total energy, eV: -14208.543
Energy relative to the best compared isomer or geometry (same formula, charge and spin), eV: 1.795
F_max, hartree/bohr: 0.0650
Multiplicity: 1
Highest occupied orbital energy, Ha: -0.2881
HOMO-LUMO gap, eV: 8.75
Structure (SMILES): Cc1c[nH]c2ccccc12.CCC
Charge: 0

XYZ file:
```
30
Properties=species:S:1:pos:R:3:mulliken_charge:R:1
C -1.40118 2.52089 2.44021 -1.168
C -1.40934 0.76500 -0.81739 0.217
C -2.02391 0.87463 0.42768 0.765
C -1.18297 1.88204 1.08849 0.726
C -0.13563 2.15589 0.27474 -0.973
C -1.70224 -0.30946 -1.64862 -0.562
C -2.77246 -1.10155 -1.18643 -0.433
C -3.36810 -1.09236 0.05493 -0.723
C -2.98193 0.01830 0.91424 -0.377
N -0.35611 1.60435 -1.01726 -0.237
H -1.26341 -0.62462 -2.65437 0.241
H -3.00982 -1.95088 -1.82376 0.302
H 0.30645 1.25763 -1.69397 0.288
H -4.18809 -1.77184 0.27435 0.371
H 0.78519 2.67150 0.42263 0.436
H -3.49207 0.16706 1.87746 0.266
H -2.33493 2.07728 2.87113 0.258
H -1.46799 3.56757 2.28031 0.316
H -0.71647 2.17266 3.23262 0.311
C 3.48099 -1.54964 -0.62770 -0.440
C 2.81163 -1.87875 0.76093 -0.906
C 2.64052 -0.71759 -1.54123 -0.778
H 3.89057 -2.48409 -1.06669 0.325
H 4.52459 -1.16331 -0.39316 0.264
H 2.27069 -0.95836 1.07556 0.211
H 2.15250 -2.72244 0.64877 0.288
H 3.18857 -0.38965 -2.43158 0.383
H 3.64997 -1.99100 1.46217 0.320
H 2.23761 0.24314 -1.10516 0.020
H 1.86738 -1.27244 -2.09891 0.291
```

Which formula does entry 6 have?
C12H17N

Number 4 is which compound?
C3FO3Sr

Look up the multiplicity of the fourth one.
1